96
Properties=species:S:1:pos:R:3:forces:R:3 method="wB97M-V/def2-TZVPD" molar_mass_g_mol=480.77 homo_ev=-9.47 de_lowest_kj_mol=236.2 gap_ev=9.798 charge=0 smiles=CC(C)O.CC(C)O.CC(C)O.CC(C)O.CC(C)O.CC(C)O.CC(C)O.CC(C)O
C -5.289 0.641 0.074 0.18 0.20 -0.62
C -6.481 1.475 0.506 0.62 0.12 1.11
C -7.523 1.661 -0.561 0.41 0.16 -0.69
O -7.093 0.873 1.622 -0.50 -0.57 0.37
H -5.581 -0.332 -0.322 -0.26 -0.03 -0.22
H -4.569 0.415 0.860 -0.17 0.42 0.22
H -4.792 1.212 -0.710 0.33 -0.23 -0.20
H -6.095 2.409 0.915 -0.08 0.33 -0.33
H -8.498 1.969 -0.183 0.22 0.18 0.18
H -7.647 0.698 -1.057 -0.15 -0.08 -0.25
H -7.163 2.382 -1.295 -0.21 -0.02 -0.20
H -7.616 0.191 1.195 -0.35 -0.48 0.60
C 3.404 3.265 -2.386 0.21 -0.07 0.43
C 4.700 2.448 -2.142 -0.38 1.02 0.05
C 5.352 2.543 -0.772 -0.89 -0.60 0.71
O 4.399 1.109 -2.448 0.14 -0.86 0.01
H 2.478 2.783 -2.073 0.28 -0.53 0.71
H 3.193 3.360 -3.451 0.52 0.60 -0.17
H 3.426 4.208 -1.840 0.07 0.26 -0.51
H 5.505 2.805 -2.784 -0.23 0.15 -0.69
H 6.321 2.044 -0.743 0.17 0.40 -0.29
H 4.792 1.981 -0.025 -0.39 0.03 0.05
H 5.378 3.570 -0.408 0.34 0.02 -0.24
H 3.797 1.099 -3.195 0.05 -0.15 -0.05
C 2.586 1.132 3.610 -0.13 -0.33 -0.02
C 2.076 -0.176 4.215 0.50 0.15 0.92
C 2.658 -0.454 5.612 0.25 0.76 0.16
O 0.679 -0.054 4.311 -0.28 -0.29 0.30
H 1.953 1.361 2.752 0.06 -0.01 -0.21
H 3.617 1.070 3.262 0.10 0.19 0.23
H 2.408 1.936 4.324 0.34 0.07 0.06
H 2.338 -1.022 3.579 0.02 -0.10 -0.28
H 3.724 -0.227 5.616 0.23 -0.36 -0.21
H 2.497 -1.439 6.050 -0.09 -0.16 -0.52
H 2.286 0.243 6.363 -0.46 0.24 -0.18
H 0.383 -0.151 3.403 -0.59 -0.28 -0.27
C 1.019 0.413 -0.190 0.55 -0.87 1.37
C -0.220 0.066 0.645 -0.94 0.37 -0.28
C -1.434 -0.232 -0.270 0.28 -0.24 0.71
O -0.047 -0.981 1.613 0.66 1.33 -0.56
H 1.464 -0.540 -0.474 0.04 0.04 -0.63
H 1.756 0.824 0.499 0.15 0.32 -0.11
H 0.887 1.095 -1.030 -0.29 -0.19 0.04
H -0.435 0.915 1.296 -0.33 0.31 -0.25
H -1.244 -1.030 -0.987 0.38 0.16 -0.12
H -1.753 0.663 -0.804 -0.12 -0.14 0.05
H -2.226 -0.634 0.362 -0.30 0.36 0.02
H -0.054 -1.797 1.108 -0.15 -0.80 0.09
C 5.834 -2.747 0.399 0.99 -0.93 -0.66
C 5.065 -1.534 -0.008 0.10 1.29 1.22
C 4.644 -0.741 1.226 -0.76 0.16 0.72
O 5.828 -0.618 -0.818 0.06 -1.43 0.24
H 6.819 -2.481 0.783 0.04 0.05 -0.01
H 5.963 -3.410 -0.456 0.36 0.11 -0.26
H 5.366 -3.413 1.124 -0.42 0.53 0.27
H 4.176 -1.876 -0.538 -0.18 0.20 -0.20
H 5.403 -0.220 1.811 0.80 -0.10 -0.67
H 4.209 -1.355 2.014 -0.57 -0.29 -0.25
H 3.942 0.046 0.951 -0.26 -0.09 0.01
H 5.175 -0.055 -1.240 -0.05 0.22 -0.46
C 0.357 -3.103 -1.853 0.77 -0.61 -0.11
C 0.519 -3.799 -0.445 -0.71 0.36 -2.03
C 1.936 -3.731 0.129 -0.65 -0.16 0.01
O -0.452 -3.259 0.411 -0.01 0.55 1.31
H 0.941 -3.609 -2.621 0.44 -0.21 0.15
H 0.672 -2.061 -1.902 -0.03 0.02 0.41
H -0.640 -3.166 -2.289 -0.36 0.00 0.62
H 0.190 -4.829 -0.584 0.67 -0.39 -0.14
H 2.319 -2.741 0.376 -0.32 0.26 -0.41
H 2.563 -4.193 -0.634 0.30 0.00 0.25
H 2.001 -4.270 1.074 -0.06 -0.34 -0.15
H -1.348 -3.506 0.171 0.05 -0.10 -0.22
C -0.665 3.954 2.033 -1.20 0.17 -1.54
C -1.368 4.515 0.731 0.47 -1.88 0.92
C -2.009 3.409 -0.115 0.47 0.57 -0.22
O -2.400 5.383 1.076 -0.28 0.82 0.23
H -1.385 3.369 2.606 -0.04 -0.14 -0.04
H -0.355 4.781 2.672 0.51 -0.08 -0.12
H 0.128 3.297 1.676 0.34 0.18 0.51
H -0.594 4.973 0.115 0.09 0.46 -0.04
H -2.251 3.833 -1.090 -0.12 0.02 -0.09
H -2.945 3.063 0.323 0.23 -0.24 0.20
H -1.284 2.616 -0.297 -0.18 -0.13 0.16
H -2.118 5.811 1.887 -0.25 0.33 0.04
C -3.439 -2.065 -3.047 -1.59 0.38 -0.19
C -4.805 -2.805 -3.114 0.93 -1.49 -0.33
C -5.378 -3.113 -4.466 0.54 0.89 -1.12
O -4.523 -4.100 -2.510 -0.84 0.47 0.97
H -3.302 -1.893 -1.979 0.50 0.17 -0.16
H -3.446 -1.128 -3.604 -0.10 0.24 0.21
H -2.628 -2.649 -3.481 -0.15 -0.31 0.15
H -5.636 -2.317 -2.604 0.55 -0.04 0.95
H -4.520 -3.374 -5.086 -0.25 -0.54 -0.46
H -5.815 -2.233 -4.937 0.03 0.24 0.02
H -6.168 -3.864 -4.463 0.35 -0.17 0.24
H -3.893 -4.581 -3.053 0.02 0.18 -0.27

***

9
Properties=species:S:1:pos:R:3:forces:R:3 method="wB97M-V/def2-TZVPD" molar_mass_g_mol=129.49 homo_ev="-8.79 / -9.04" de_lowest_kj_mol=386.9 gap_ev="7.037 / 7.871" charge=0
C 1.171 -0.025 -0.843 5.01 2.63 -2.91
C -1.350 0.284 0.608 4.04 -1.86 0.48
N 0.658 -0.904 -0.080 -4.07 -1.09 3.33
O 0.752 0.690 -1.743 -1.36 -0.26 0.48
F -1.493 -0.420 1.710 -0.20 0.83 -0.17
F -0.640 1.386 0.825 -2.07 -0.87 -0.58
Cl -2.519 -0.012 -0.525 -0.07 0.91 -0.24
H 2.359 0.048 -0.813 -1.37 -0.45 0.63
H 1.062 -1.048 0.861 0.09 0.16 -1.03